[1]
3 unconnected molecules or ions with the total composition CHCl2FS at a distorted geometry, computed with wB97M-V/def2-TZVPD.

Positions of all 6 atoms, in Å:
C  0.113  0.440  0.955
F  -0.475  -0.640  -1.402
S  -1.178  -0.367  1.565
Cl  0.177  1.968  -0.022
Cl  1.631  -0.074  1.389
H  -0.269  -1.328  -2.484

The energy above the lowest of the compared OMol25 structures with the same formula, charge and spin is 53.93 kcal/mol. Its HOMO energy is -9.24 eV. The calculation puts the electronic energy at -39647.8829 eV. The calculation puts the molar mass at 135.0 g/mol. The strongest force on any atom comes out at 7.12 eV/Å. Its net charge is 0. The HOMO-LUMO gap comes out at 0.3080 Ha.


[2]
2 unconnected molecules or ions with the total composition CHCl2NO at a distorted geometry, computed with wB97M-V/def2-TZVPD.

Positions of all 6 atoms, in Å:
O  -3.404  -2.547  -0.116
N  -3.160  -1.400  0.024
C  -2.479  -0.444  0.155
Cl  -2.445  1.130  0.413
Cl  1.442  -0.369  0.234
H  0.617  0.109  1.042

The energy above the lowest of the compared OMol25 structures with the same formula, charge and spin is 31.89 kcal/mol. Its HOMO energy is -9.84 eV. The calculation puts the electronic energy at -29631.9363 eV. The calculation puts the molar mass at 113.9 g/mol. The strongest force on any atom comes out at 2.21 eV/Å. Its net charge is 0. The HOMO-LUMO gap comes out at 0.3540 Ha.


[3]
A molecular structure, CHCl2NO3 at a distorted geometry, computed with wB97M-V/def2-TZVPD.

Positions of all 8 atoms, in Å:
C  -0.086  -0.948  -0.367
N  3.402  -0.229  -0.111
O  2.842  -1.265  0.418
O  4.337  -0.479  -0.827
O  2.888  0.844  0.107
Cl  -1.027  -2.346  -0.324
Cl  0.834  -0.492  0.809
H  -0.045  -0.476  -1.447

The energy above the lowest of the compared OMol25 structures with the same formula, charge and spin is 74.38 kcal/mol. Its HOMO energy (alpha / beta) is -9.51 / -9.51 eV. The calculation puts the electronic energy at -33722.8183 eV. The calculation puts the molar mass at 145.9 g/mol. The strongest force on any atom comes out at 2.69 eV/Å. Its net charge is 0. The HOMO-LUMO gap (alpha / beta) comes out at 0.2619 / 0.2618 Ha.